(1)
DFT (ωB97M-V/def2-TZVPD) results for a cluster of 3 separate species, C5H16N2O in total in a non-equilibrium geometry.

Computed properties:
F_max: 6.88 eV/Å
Total energy: -10464.2431 eV

Positions of all 24 atoms, in Å:
O1 2.5829 0.0819 -1.7996
N1 3.1273 0.0188 0.7448
N2 -2.2076 0.6563 0.3075
C1 -1.3577 -0.4270 -0.1928
C2 1.6830 -0.0004 0.9942
C3 -0.0966 0.0739 -0.9017
C4 0.8688 1.0327 0.1583
C5 -3.6168 0.2120 0.5133
H1 -3.7382 -0.9264 0.2928
H2 0.4835 -0.8388 -1.0779
H3 3.2659 -0.0288 -0.3203
H4 -0.9347 -1.1078 0.5414
H5 -4.3671 0.7265 -0.1339
H6 3.4496 -0.8062 1.3086
H7 -3.9137 0.4370 1.5242
H8 3.2002 -0.3409 -2.3897
H9 0.2964 1.8868 0.6484
H10 1.4134 0.0095 2.0828
H11 -2.0920 1.3892 -0.3516
H12 -1.9735 -1.1522 -0.9116
H13 1.1955 -1.0133 0.5894
H14 1.0861 -2.0668 0.8144
H15 1.6650 1.4675 -0.5901
H16 -0.0197 0.7165 -1.8505


(2)
DFT (ωB97M-V/def2-TZVPD) results for a structure of composition C27H52OP2ReSi in a non-equilibrium geometry.

Computed properties:
Multiplicity: 4
F_max: 3.65 eV/Å
Total energy: -59458.1235 eV
Total charge: +2

Positions of all 84 atoms, in Å:
Re1 -1.2996 0.0225 -0.1860
P1 4.2998 -0.2581 0.1699
P2 3.0509 -3.1898 0.7411
Si1 -2.0021 2.9366 1.6981
O1 -1.6605 1.4718 1.0127
C1 4.8466 -2.8234 1.1274
C2 1.3526 -0.5823 0.5084
C3 -3.7234 -1.6582 1.5918
C4 2.9925 -4.5760 1.9393
C5 1.7561 0.8918 0.2130
C6 0.2695 -1.2736 -0.2712
C7 3.4120 -4.1515 -0.7824
C8 4.7040 0.5601 1.7467
C9 -2.7983 0.0168 -1.6792
C10 5.4444 -1.6936 0.2909
C11 -2.5239 -0.0546 -3.1453
C12 -0.0138 -0.9273 -1.6697
C13 5.1529 0.7512 -1.0682
C14 -1.5839 4.3694 0.5558
C15 -5.5370 0.7112 0.8217
C16 -4.3769 2.0934 -1.7981
C17 0.9870 -0.1925 -2.5387
C18 -2.6304 -2.6073 -1.2369
C19 -4.3128 0.3274 0.0633
C20 0.7835 1.9319 -0.1992
C21 0.2240 2.0428 -1.4440
C22 0.7190 1.3223 -2.6625
C23 -2.7192 -1.1946 -0.7606
C24 -3.8423 0.8820 -1.1233
C25 -3.4948 -0.7888 0.4106
C26 -1.0064 2.9772 3.2763
C27 -3.8036 3.2048 2.1481
H1 2.5684 -4.8217 -0.9722
H2 -3.9366 2.2265 -2.7952
H3 4.4932 -0.1086 2.5900
H4 -4.1916 3.0269 -1.2320
H5 -0.5805 4.3074 0.1212
H6 4.4327 1.3681 -1.6156
H7 -4.4767 3.2315 1.2825
H8 0.0847 -2.3123 -0.0091
H9 -1.5099 2.3753 4.0456
H10 -3.6036 -1.0879 2.5231
H11 1.6498 1.8225 -3.0065
H12 5.4014 -3.7559 0.9565
H13 -3.4629 -0.1529 -3.7087
H14 -6.1754 -0.1704 0.9630
H15 -2.3144 4.4618 -0.2600
H16 1.2350 -0.7555 1.5900
H17 2.0213 -0.4004 -2.2260
H18 2.9200 -4.1694 2.9513
H19 0.0015 2.5733 3.1221
H20 2.2148 -1.2063 0.1928
H21 -5.4694 2.0117 -1.9319
H22 0.8983 -0.6173 -3.5562
H23 0.6484 2.7465 0.5220
H24 -0.5540 2.7999 -1.6190
H25 5.7732 0.7904 1.7276
H26 4.9152 -2.6058 2.2051
H27 2.5204 0.8769 -0.5912
H28 4.1334 1.4835 1.8674
H29 -2.9891 -2.4700 1.6014
H30 -6.1219 1.4575 0.2767
H31 5.6659 0.0933 -1.7772
H32 -3.8544 4.1900 2.6377
H33 -1.8958 -0.9074 -3.3953
H34 -0.9234 4.0085 3.6455
H35 6.3726 -1.3144 0.7384
H36 5.8827 1.3984 -0.5728
H37 -4.7332 -2.0966 1.5866
H38 2.2185 1.2474 1.1534
H39 3.9096 -5.1686 1.8552
H40 -1.9007 -3.1664 -0.6411
H41 -2.0179 0.8545 -3.4874
H42 -2.3693 -2.6570 -2.2981
H43 5.6793 -2.0092 -0.7366
H44 4.3246 -4.7426 -0.6370
H45 3.5486 -3.4741 -1.6333
H46 -1.6450 5.2910 1.1566
H47 2.1262 -5.2030 1.7287
H48 -3.6168 -3.0690 -1.1044
H49 -4.1673 2.4599 2.8663
H50 -0.4609 -1.7764 -2.1930
H51 -5.3172 1.1054 1.8205
H52 -0.0178 1.4698 -3.4767


(3)
DFT (ωB97M-V/def2-TZVPD) results for a cluster of 2 separate species, C3H11NOS2 in total in a non-equilibrium geometry.

Computed properties:
SMILES string: CSSCCN.O
F_max: 1.67 eV/Å
Total energy: -28496.8327 eV

Positions of all 18 atoms, in Å:
S1 0.5555 1.4322 -1.4672
S2 0.8794 0.8215 0.4040
O1 -4.5440 -0.3738 0.8594
N1 -0.8220 -1.6401 1.1289
C1 1.4996 -0.8672 0.3323
C2 1.7250 2.8334 -1.8749
C3 0.4269 -1.9871 0.5099
H1 2.5786 2.8434 -1.2048
H2 1.1370 3.7253 -1.6840
H3 -4.7678 0.2900 0.1938
H4 0.2021 -2.4143 -0.4711
H5 2.0842 -1.1755 -0.5290
H6 -3.8386 -0.0305 1.4331
H7 0.9561 -2.7344 1.1109
H8 2.1666 -0.8514 1.2052
H9 -0.9557 -1.9622 2.0773
H10 -1.2910 -0.7842 0.9073
H11 2.0082 2.8749 -2.9310


(4)
DFT (ωB97M-V/def2-TZVPD) results for a structure of composition C17H16FeO3S in a non-equilibrium geometry.

Computed properties:
Multiplicity: 5
F_max: 6.37 eV/Å
Total energy: -69247.0677 eV

Positions of all 38 atoms, in Å:
Fe1 0.1007 -2.7030 -2.8489
S1 -1.6663 0.3142 0.9500
O1 -1.9230 -0.8902 -4.2544
O2 0.3811 -4.6452 -4.8953
O3 -2.2537 -4.1618 -2.0099
C1 0.0568 3.2334 3.0693
C2 0.6888 5.6290 2.5341
C3 1.5338 -1.0040 -1.3375
C4 -1.0389 -1.4810 -3.7945
C5 0.4388 -0.3862 -0.7851
C6 0.5185 -3.1915 0.5081
C7 -0.6342 -0.8799 0.1504
C8 -0.4455 1.9851 2.6907
C9 -0.3732 4.1013 0.8417
C10 -0.4228 -2.1163 1.0581
C11 -1.3580 -3.4878 -2.3460
C12 0.6929 -3.3213 -1.0093
C13 -0.8726 2.8645 0.4444
C14 1.6312 -2.4189 -1.6397
C15 0.5426 -3.8541 -4.0545
C16 -0.8378 1.7817 1.3466
C17 0.1464 4.2786 2.1288
H1 -1.2905 2.7012 -0.5500
H2 -1.4393 -1.1983 -0.5562
H3 1.5061 -3.0475 0.9507
H4 2.3456 -0.4121 -1.7790
H5 1.5508 5.8966 1.9107
H6 0.8072 -4.3924 -1.2194
H7 -0.5352 1.1677 3.4004
H8 0.1905 -4.1572 0.9277
H9 0.3284 3.4325 4.1064
H10 -0.1369 -1.8173 2.0892
H11 2.5313 -2.8092 -2.1184
H12 0.1120 0.5770 -1.1902
H13 1.0134 5.6188 3.5765
H14 -0.4336 4.9609 0.1593
H15 -0.0474 6.4371 2.4168
H16 -1.4076 -2.6046 1.1287


(5)
DFT (ωB97M-V/def2-TZVPD) results for a structure of composition C33H50B3N7O4 in a non-equilibrium geometry.

Computed properties:
F_max: 1.47 eV/Å
Total energy: -55687.1291 eV

Positions of all 97 atoms, in Å:
O1 -0.5626 -1.7679 1.3758
O2 1.7599 -1.8634 1.9497
O3 6.9904 2.1392 1.6223
O4 0.2328 -0.7543 3.3490
N1 0.5172 -3.9813 1.5367
N2 0.0547 -7.9472 -5.1464
N3 -2.6928 -3.4897 -3.0798
N4 -0.4468 5.7592 1.7509
N5 -2.6905 1.4796 -4.4723
N6 -3.7253 -1.3424 -0.9729
N7 -3.6896 3.1548 4.2250
C1 3.9312 -0.7803 4.0217
C2 5.1364 0.1577 4.1494
C3 5.8664 1.9148 2.4399
C4 -5.5497 3.8350 5.2096
C5 -1.9999 -4.4550 -2.4064
C6 0.6071 6.7301 3.4348
C7 6.9819 3.4169 1.0159
C8 -1.3292 -5.2100 -3.3315
C9 2.6985 -0.0149 3.5202
C10 -4.8668 -0.0670 -2.3813
C11 -5.7239 -1.0916 -1.8947
C12 -4.6830 3.2907 6.1962
C13 0.8522 5.9238 1.3497
C14 -1.6273 -4.6746 -4.6143
C15 -2.6728 1.6066 -5.8333
C16 -3.6402 -0.2518 -1.7946
C17 1.4259 -9.6650 -5.3963
C18 6.0939 3.4681 -0.2304
C19 0.2792 -8.0704 -6.4893
C20 0.7506 -8.9123 -4.4730
C21 -4.9930 -1.8606 -1.0298
C22 -3.5451 2.8784 5.5570
C23 5.8075 0.4268 2.7919
C24 -1.7700 3.4451 -4.9078
C25 -1.1848 0.6947 1.7829
C26 -2.1394 2.5938 -3.9009
C27 -0.8859 1.7965 2.5097
C28 -0.6040 6.2455 3.0215
C29 -2.1094 2.8173 -6.1364
C30 1.5315 6.5264 2.3734
C31 -4.9091 3.7353 4.0042
C32 1.1263 -9.1295 -6.6784
C33 -2.4719 -3.6137 -4.4221
B1 1.5683 -0.9153 2.9334
B2 0.5691 -2.5329 1.6115
B3 -0.5327 -0.6440 2.1888
H1 -2.0401 -4.5248 -1.3324
H2 5.0702 3.7514 -0.0039
H3 -1.5583 6.2045 3.5187
H4 -1.2638 -5.0237 -5.5672
H5 -1.8373 0.7625 0.9186
H6 -4.8747 3.2107 7.2527
H7 -6.5303 4.2505 5.3681
H8 0.7061 -8.9811 -3.3998
H9 2.0637 -10.5048 -5.1783
H10 -3.0612 0.8285 -6.4674
H11 5.2622 -0.0767 1.9972
H12 0.8096 7.1811 4.3913
H13 0.3833 -4.3395 2.4781
H14 5.8567 -0.2223 4.8687
H15 8.0036 3.6205 0.7148
H16 3.0357 0.6326 2.7032
H17 -1.9564 3.2096 -7.1274
H18 6.8385 0.0866 2.7967
H19 -5.1238 0.7135 -3.0784
H20 -3.2777 -2.7932 -2.6506
H21 2.5750 6.7925 2.3645
H22 5.9454 2.4898 3.3678
H23 4.1575 -1.5383 3.2718
H24 1.4150 -4.3551 1.2514
H25 1.4911 -9.4816 -7.6284
H26 -6.7584 -1.2439 -2.1502
H27 -2.7163 0.2954 -1.8868
H28 3.7318 -1.3129 4.9485
H29 -2.9731 -1.7051 -0.4108
H30 -0.6907 -6.0477 -3.1053
H31 6.6358 4.1722 1.7230
H32 -0.5330 -7.2549 -4.7202
H33 1.1782 5.6002 0.3761
H34 6.5119 4.1856 -0.9322
H35 -2.6498 2.4146 5.9341
H36 -1.1736 5.3479 1.1967
H37 -5.2629 -2.7282 -0.4528
H38 4.9472 2.2182 1.9315
H39 6.0828 2.5024 -0.7283
H40 -0.7251 1.6846 3.5755
H41 -3.0529 0.6903 -3.9676
H42 -3.0049 2.9613 3.5183
H43 -2.0582 2.6865 -2.8311
H44 4.7717 1.1039 4.5514
H45 -0.7480 2.7808 2.0763
H46 2.2968 0.6556 4.2768
H47 -0.1805 -7.3976 -7.1924
H48 -1.3079 4.4093 -4.7795
H49 -2.9307 -2.9388 -5.1238
H50 -5.2152 4.0254 3.0138


(6)
DFT (ωB97M-V/def2-TZVPD) results for an isolated molecule of C3H4P2 in a non-equilibrium geometry.

Computed properties:
F_max: 4.35 eV/Å
Total energy: -21747.7066 eV

Positions of all 9 atoms, in Å:
P1 -0.7055 -1.4493 0.1836
P2 1.1915 1.3994 -0.8208
C1 -0.4192 0.7705 -0.2679
C2 -0.2710 0.0910 1.0369
C3 0.7525 -0.3892 0.0788
H1 -1.3875 0.5728 -0.8777
H2 -0.0429 -2.3436 0.9675
H3 1.0863 0.9391 -2.2680
H4 -0.2041 0.4094 1.9677


(7)
DFT (ωB97M-V/def2-TZVPD) results for a structure of composition C34H38BN10O6SZn.

Computed properties:
F_max: 0.39 eV/Å
Total energy: -122984.7308 eV
Total charge: +1

Positions of all 91 atoms, in Å:
Zn1 -1.1714 -0.0843 0.3147
S1 -5.4707 -0.8629 8.4264
O1 2.8206 0.9611 -0.4650
O2 -5.3932 -1.8727 7.3887
O3 -6.7961 -0.5720 8.9126
O4 0.9904 1.0847 1.9567
O5 -4.4188 -0.9241 9.4210
O6 1.5305 2.8420 -0.8110
N1 -1.8784 0.4177 2.1766
N2 0.6662 1.0896 0.8015
N3 -1.2228 0.2293 -1.8495
N4 -1.0388 -4.3728 0.3804
N5 -4.2847 0.4990 6.4351
N6 -3.3422 -0.1478 -0.2394
N7 0.8614 -3.7146 -0.9625
N8 1.0019 -3.6388 1.4493
N9 -0.3950 -2.0164 0.2709
N10 -5.3255 1.8583 8.0450
C1 -2.3792 -0.6974 -3.7791
C2 5.0004 2.4893 -3.0547
C3 -4.5663 -1.6572 -3.4534
C4 -4.9938 0.6646 7.5398
C5 -4.9281 2.9256 7.3781
C6 -3.5226 -1.3661 -4.2814
C7 -0.1850 0.2475 -4.0155
C8 7.2771 3.4410 -3.3609
C9 -3.4579 -0.6033 -1.5921
C10 1.7276 -3.9057 0.2064
C11 6.3063 2.3509 -3.8382
C12 -3.1557 1.2403 4.5247
C13 4.6008 1.5272 -2.1243
C14 6.9591 0.9851 -3.6236
C15 6.0387 2.5250 -5.3394
C16 0.3756 -2.3586 -0.9791
C17 -1.2628 -0.3730 -4.5812
C18 -0.1468 -4.5451 1.5329
C19 -2.7585 2.1644 3.5593
C20 4.2053 3.6291 -3.2422
C21 0.5364 -2.2778 1.4315
C22 2.6598 2.8914 -1.6455
C23 -3.8997 1.5756 5.7642
C24 -2.1357 1.7156 2.4152
C25 -4.1990 2.8565 6.1888
C26 3.0248 3.8621 -2.5483
C27 -1.5214 -3.0190 0.3591
C28 -2.8641 -0.1059 4.2891
C29 -0.2812 -4.6276 -0.8471
C30 -2.2320 -0.4648 3.1264
C31 -4.5412 -1.2597 -2.0979
C32 -2.3325 -0.3399 -2.4170
C33 3.4287 1.7652 -1.4451
C34 -0.2042 0.5074 -2.6369
B1 1.7170 1.6812 -0.1371
H1 4.5273 4.3766 -3.9541
H2 5.3287 1.7791 -5.7023
H3 5.6480 3.5138 -5.5789
H4 -3.5502 -1.6412 -5.3276
H5 0.0107 -2.0433 2.3583
H6 1.2163 -1.6634 -1.0558
H7 1.3905 -1.6054 1.3284
H8 5.1775 0.6361 -1.9270
H9 8.2232 3.3576 -3.8979
H10 -1.8317 2.4209 1.6479
H11 2.5838 -3.2323 0.1364
H12 -0.2883 -2.2227 -1.8345
H13 0.2100 -5.5737 1.5576
H14 -5.1986 3.8888 7.7987
H15 -2.0957 -2.8157 1.2646
H16 -2.0133 -1.5071 2.9308
H17 -2.9451 3.2221 3.6794
H18 7.4815 3.3445 -2.2933
H19 -1.2749 -0.6204 -5.6353
H20 6.8772 4.4399 -3.5404
H21 -3.8967 3.7532 5.6665
H22 -3.9637 -0.6352 0.3989
H23 -0.9371 -4.4975 -1.7102
H24 -5.4361 -2.1754 -3.8325
H25 2.4345 4.7546 -2.7000
H26 -2.1633 -2.8685 -0.5131
H27 7.8521 0.9113 -4.2441
H28 0.6705 0.9513 -2.1817
H29 -3.5913 0.8380 -0.1796
H30 -3.1699 -0.8368 5.0287
H31 6.2935 0.1665 -3.9063
H32 6.9697 2.4011 -5.8939
H33 2.0911 -4.9323 0.2157
H34 -0.6994 -4.3480 2.4530
H35 -5.3963 -1.4617 -1.4642
H36 0.6858 0.5199 -4.5941
H37 0.0824 -5.6542 -0.8368
H38 7.2736 0.8400 -2.5883


(8)
DFT (ωB97M-V/def2-TZVPD) results for a structure of composition C3H8O2Pt in a non-equilibrium geometry.

Computed properties:
Multiplicity: 4
F_max: 11.48 eV/Å
Total energy: -10567.3876 eV
Total charge: +1

Positions of all 14 atoms, in Å:
Pt1 3.1095 0.2195 -0.5839
O1 -0.5062 0.9786 0.7231
O2 1.5374 0.6123 -0.0142
C1 -1.6055 0.9393 -0.1740
C2 0.2368 -1.4224 -0.1159
C3 0.5662 -0.1753 0.6505
H1 -1.2744 0.9661 -1.2232
H2 0.9480 1.5540 -0.0488
H3 -2.2067 1.8294 0.0354
H4 0.9626 -2.1989 0.1588
H5 0.3161 -1.2700 -1.1990
H6 0.9216 -0.3348 1.6763
H7 -2.2213 0.0415 -0.0182
H8 -0.7840 -1.7392 0.1332


(9)
DFT (ωB97M-V/def2-TZVPD) results for an isolated molecule of C16H16F2N2OS.

Computed properties:
SMILES string: O=C(CCSCCc1ccccn1)Nc1cc(F)ccc1F
F_max: 0.52 eV/Å
Total energy: -38150.3023 eV

Positions of all 38 atoms, in Å:
S1 0.9069 -0.3626 -0.9031
F1 -6.5843 -0.0069 0.8995
F2 -1.9384 1.8142 -1.2109
O1 -2.7642 -2.7980 0.2812
N1 -2.1389 -0.8348 -0.6968
N2 3.8946 -0.6955 0.5987
C1 -0.6286 -2.7032 -0.8125
C2 0.8534 0.7192 0.5647
C3 2.0095 0.4654 1.5285
C4 -1.9632 -2.1421 -0.3432
C5 -3.1053 1.3566 -0.6906
C6 -4.1265 2.2509 -0.4542
C7 5.0349 -0.7432 -0.0666
C8 -5.4318 0.4461 0.3715
C9 5.0874 1.6166 -0.3417
C10 -5.3168 1.7947 0.0865
C11 3.8929 1.6728 0.3543
C12 0.5671 -2.0083 -0.1631
C13 5.6760 0.3808 -0.5614
C14 3.3283 0.4848 0.8074
C15 -4.4151 -0.4610 0.1369
C16 -3.2165 -0.0101 -0.4091
H1 1.9885 1.2354 2.3035
H2 -6.1370 2.4644 0.2845
H3 6.6056 0.2928 -1.1014
H4 -0.5585 -2.6175 -1.8987
H5 -3.9832 3.2922 -0.6937
H6 -4.5453 -1.5026 0.3779
H7 1.4710 -2.6001 -0.3017
H8 5.4487 -1.7335 -0.2075
H9 -0.1092 0.5828 1.0593
H10 1.8977 -0.5112 2.0021
H11 3.4049 2.6168 0.5456
H12 0.9012 1.7252 0.1488
H13 -1.3426 -0.3781 -1.1436
H14 5.5517 2.5211 -0.7077
H15 0.3983 -1.8630 0.9017
H16 -0.6131 -3.7613 -0.5449


(10)
DFT (ωB97M-V/def2-TZVPD) results for a structure of composition C16H19AgN8O5Se2Te2.

Computed properties:
F_max: 0.28 eV/Å
Total energy: -188342.4462 eV
Total charge: -2

Positions of all 53 atoms, in Å:
Te1 -3.3558 -2.4183 -0.9817
Te2 -3.0525 -1.0498 -3.3992
Ag1 -1.7736 -0.3788 -0.3045
Se1 -1.7320 -4.3100 -0.9094
Se2 -4.8871 0.5853 -2.9644
O1 4.2043 0.3871 -4.5728
O2 0.3188 3.0552 1.9449
O3 -0.1701 0.9607 1.3283
O4 -2.0788 6.3741 0.3182
O5 -0.5071 5.3907 1.5361
N1 -0.6706 -2.0280 3.6068
N2 -1.9515 -0.6241 4.5171
N3 0.4084 -0.6414 -1.4217
N4 -2.5116 -0.9529 3.3382
N5 -0.8502 -1.2609 4.6927
N6 -2.1981 1.8443 -0.2412
N7 2.6973 -0.6872 -5.8701
N8 -3.0851 2.5446 -0.9462
C1 0.4654 -1.5670 -2.3785
C2 -1.4883 2.7123 0.4637
C3 2.1694 0.5510 -2.5057
C4 -1.5138 5.3625 0.6930
C5 -1.9435 4.0287 0.1962
C6 3.1402 -0.1933 -4.6734
C7 0.4834 -2.8982 3.4686
C8 2.2020 -0.3912 -3.5228
C9 -0.3650 2.1898 1.3296
C10 1.2515 0.3908 -1.4806
C11 1.3454 -1.4805 -3.4458
C12 2.1434 -0.9915 3.5030
C13 1.3840 -1.9556 1.3178
C14 -1.7053 -1.8236 2.7830
C15 -2.9701 3.8550 -0.7144
C16 1.6789 -2.2509 2.7793
H1 1.3593 -2.2655 -4.1906
H2 3.0852 -0.6417 3.0742
H3 -0.1493 4.4290 1.7258
H4 0.9659 -2.8122 0.7833
H5 0.1563 -3.7732 2.9030
H6 3.2295 -0.4302 -6.6835
H7 -3.7137 2.0336 -1.5955
H8 1.1720 1.1004 -0.6667
H9 2.2973 -1.6402 0.8058
H10 1.4162 -0.1853 3.3766
H11 2.2913 -1.1641 4.5713
H12 -1.8374 -2.3241 1.8349
H13 0.7488 -3.2086 4.4801
H14 2.4708 -3.0096 2.8402
H15 -3.5996 4.5862 -1.1907
H16 2.8383 1.4004 -2.5306
H17 -0.2176 -2.4039 -2.2673
H18 0.6828 -1.1238 1.2354
H19 1.7215 -0.8958 -5.9898